[1]
C5H14 | ωB97M-V with the def2-TZVPD basis set

molecular weight: 74.2 g mol⁻¹
energy: -5410.70961 eV
HOMO energy: -11.034 eV
HOMO-LUMO gap: 0.447 hartree
SMILES string: CCC.CC

Geometry as XYZ:
```
19
Properties=species:S:1:pos:R:3:nbo_charge:R:1
C -0.377 1.640 0.738 -0.62
C -1.524 0.880 1.499 -0.40
C -1.152 -0.649 1.714 -0.62
H -0.383 2.803 0.968 0.22
H -0.506 1.333 -0.302 0.21
H 0.643 1.241 1.052 0.20
H -1.879 1.328 2.440 0.20
H -2.473 0.852 0.863 0.19
H -0.687 -1.037 0.747 0.20
H -0.287 -0.636 2.369 0.21
H -2.049 -1.280 1.932 0.22
C 0.687 -0.974 -2.189 -0.60
C 1.930 -0.748 -1.272 -0.60
H -0.280 -0.900 -1.658 0.20
H 0.710 -0.206 -2.862 0.20
H 0.926 -1.859 -2.642 0.20
H 2.732 -0.528 -1.898 0.20
H 2.084 -1.581 -0.667 0.20
H 1.884 0.321 -0.832 0.20
```

=====

[2]
C2H3NO3 | ωB97M-V with the def2-TZVPD basis set

molecular weight: 89.0 g mol⁻¹
energy: -9752.10095 eV
HOMO energy: -9.573 eV
HOMO-LUMO gap: 0.364 hartree
SMILES string: O=CN(O)C=O

Geometry as XYZ:
```
9
Properties=species:S:1:pos:R:3:nbo_charge:R:1
O -1.688 0.671 -1.135 -0.50
C -0.740 0.972 -0.474 0.51
N 0.107 0.175 0.184 -0.24
O 1.451 0.461 0.514 -0.51
C -0.136 -1.177 0.017 0.53
O -0.946 -1.550 -0.696 -0.47
H -0.270 1.991 -0.333 0.10
H 1.492 0.377 1.490 0.48
H 0.730 -1.920 0.432 0.10
```

=====

[3]
C4H14NO2Si | ωB97M-V with the def2-TZVPD basis set

charge: +1
molecular weight: 136.2 g mol⁻¹
energy: -17826.33817 eV
HOMO energy: -12.738 eV
HOMO-LUMO gap: 0.323 hartree

Geometry as XYZ:
```
22
Properties=species:S:1:pos:R:3:nbo_charge:R:1
C 1.683 -0.386 -1.492 -0.27
C 1.739 1.305 1.700 -0.26
C -2.506 -0.333 -0.798 -0.50
C 0.553 -0.667 0.598 -0.02
N -1.650 0.798 -1.243 -0.79
O 0.494 -0.686 -0.836 -0.58
O 0.521 0.669 1.193 -0.60
Si -1.055 -1.526 1.287 1.08
H 1.270 -0.273 -2.578 0.22
H 2.399 -1.255 -1.271 0.20
H 2.108 0.559 -1.008 0.19
H 2.473 0.544 2.015 0.20
H 1.279 1.878 2.625 0.22
H 2.093 2.065 0.973 0.20
H -2.596 -0.974 -1.677 0.22
H -3.441 0.038 -0.181 0.23
H 1.473 -1.265 0.795 0.19
H -1.413 1.531 -0.524 0.43
H -0.677 0.315 -1.311 0.49
H -2.189 1.408 -1.901 0.44
H -1.486 -2.876 1.078 -0.13
H -1.071 -0.869 2.556 -0.15
```

=====

[4]
C4H8O2S | ωB97M-V with the def2-TZVPD basis set

molecular weight: 120.2 g mol⁻¹
energy: -19205.55624 eV
HOMO energy: -8.457 eV
HOMO-LUMO gap: 0.330 hartree
SMILES string: OC[C@@H]1OCCS1

Geometry as XYZ:
```
15
Properties=species:S:1:pos:R:3:nbo_charge:R:1
O 0.570 0.393 -1.942 -0.69
C 0.931 1.277 -0.935 -0.13
C 0.281 0.897 0.326 0.02
O 0.719 -0.318 0.910 -0.52
C -0.072 -1.377 0.500 -0.08
C -1.499 -0.918 0.899 -0.60
S -1.652 0.769 0.442 0.15
H 1.549 0.442 -2.549 0.46
H 1.940 1.279 -0.735 0.18
H 0.481 2.267 -1.072 0.17
H 0.499 1.736 1.004 0.20
H 0.087 -2.213 1.101 0.19
H 0.126 -1.562 -0.593 0.19
H -2.450 -1.552 0.592 0.24
H -1.509 -1.120 2.051 0.20
```

=====

[5]
C4H6OS | ωB97M-V with the def2-TZVPD basis set

molecular weight: 102.2 g mol⁻¹
energy: -17126.58258 eV
HOMO energy: -8.840 eV
HOMO-LUMO gap: 0.307 hartree
SMILES string: C[C@H](C=O)C=S

Geometry as XYZ:
```
12
Properties=species:S:1:pos:R:3:nbo_charge:R:1
C -0.289 -1.130 -0.607 -0.58
C 0.164 -0.076 0.394 -0.42
C -1.041 0.845 0.628 0.45
O -1.087 1.987 0.218 -0.52
C 1.306 0.757 -0.050 -0.23
S 2.876 0.282 0.083 0.06
H 0.452 -1.888 -0.702 0.23
H -0.425 -0.613 -1.564 0.21
H -1.262 -1.605 -0.339 0.22
H 0.340 -0.607 1.387 0.24
H -1.914 0.415 1.085 0.12
H 0.880 1.633 -0.533 0.22
```

=====

[6]
C17H29BrIrNO2P2 | ωB97M-V with the def2-TZVPD basis set

molecular weight: 613.5 g mol⁻¹
2S+1: 5
energy: -115138.21289 eV
HOMO energy (spin up / spin down): -3.336 / -7.848 eV
HOMO-LUMO gap (spin up / spin down): 0.128 / 0.185 hartree

Geometry as XYZ:
```
53
Properties=species:S:1:pos:R:3:nbo_charge:R:1
C 4.015 0.804 0.400 -0.24
C 2.611 0.807 0.446 0.13
N 1.878 -0.286 0.143 -0.62
C 2.488 -1.437 -0.153 0.15
C 3.876 -1.502 -0.225 -0.24
C 4.663 -0.371 0.051 -0.34
C 1.855 2.092 0.719 -0.78
P 0.069 1.854 1.176 1.18
Ir -0.260 -0.316 0.672 0.41
P -0.074 -2.258 -0.611 1.23
C 1.679 -2.677 -0.367 -0.78
C -2.341 -0.149 0.546 -0.24
C -2.955 -0.276 1.783 -0.22
C -4.341 -0.245 1.860 -0.33
C -5.130 -0.068 0.718 -0.20
C -4.496 0.078 -0.520 -0.21
C -3.117 0.076 -0.618 -0.30
O 1.868 3.364 -2.294 -0.94
O 1.122 0.210 -3.102 -0.92
H 4.591 1.697 0.656 0.21
H 4.347 -2.433 -0.474 0.20
H 5.731 -0.423 0.020 0.20
C -0.111 2.023 2.970 -0.97
C -0.794 3.199 0.384 -0.97
H 2.077 -3.200 -1.240 0.25
H 1.794 -3.366 0.481 0.26
H 2.017 2.647 -0.204 0.28
H 2.337 2.615 1.569 0.24
C -1.123 -3.554 0.095 -0.97
C -0.320 -2.336 -2.411 -1.00
H -2.306 -0.423 2.645 0.23
H -4.789 -0.365 2.837 0.21
H -6.209 -0.072 0.802 0.21
H -5.122 0.215 -1.419 0.21
H -2.632 0.251 -1.602 0.19
H 0.966 0.810 -2.280 0.47
H 0.548 0.778 -3.661 0.47
H 1.832 2.429 -2.567 0.47
H 2.818 3.490 -2.214 0.48
H -0.851 -0.345 -0.830 0.00
H 0.309 3.006 3.217 0.23
H -1.173 1.969 3.264 0.26
H 0.437 1.221 3.482 0.28
H -0.551 4.113 0.936 0.24
H -0.429 3.299 -0.641 0.26
H -1.872 3.011 0.383 0.26
H -0.016 -3.324 -2.791 0.23
H -1.384 -2.159 -2.614 0.24
H 0.262 -1.530 -2.881 0.29
H -0.949 -4.533 -0.372 0.24
H -0.951 -3.620 1.175 0.27
H -2.172 -3.271 -0.062 0.26
Br 0.278 -1.518 2.723 -0.48
```

=====

[7]
C4H12N2O2 | ωB97M-V with the def2-TZVPD basis set

molecular weight: 120.2 g mol⁻¹
energy: -11416.54611 eV
HOMO energy: -8.884 eV
HOMO-LUMO gap: 0.344 hartree
SMILES string: CN(C)C(=O)CN.O

Geometry as XYZ:
```
20
Properties=species:S:1:pos:R:3:nbo_charge:R:1
C -1.659 -1.610 0.024 -0.43
N -0.264 -1.139 -0.416 -0.47
C -0.145 -0.386 -1.677 -0.43
C 0.437 -0.601 0.682 0.69
O 0.078 -0.492 1.827 -0.58
C 1.927 -0.256 0.342 -0.32
N 2.100 1.017 -0.358 -0.83
H -2.153 -1.114 0.913 0.22
H -1.636 -2.661 0.425 0.21
H -2.318 -1.426 -0.854 0.20
H 0.842 -0.399 -2.184 0.23
H -0.866 -0.768 -2.434 0.21
H -0.397 0.696 -1.665 0.19
H 2.234 -0.977 -0.423 0.19
H 2.507 -0.291 1.272 0.22
H 1.114 1.464 -0.540 0.35
H 2.495 1.684 0.226 0.36
O -1.789 2.480 0.001 -0.96
H -1.728 3.209 -0.700 0.48
H -2.614 2.645 0.539 0.48
```

=====

[8]
C10H11AlBrIN2O2SbSe4 | ωB97M-V with the def2-TZVPD basis set

charge: +1
molecular weight: 862.6 g mol⁻¹
energy: -370278.64616 eV
HOMO energy (spin up / spin down): -11.201 / -11.213 eV
HOMO-LUMO gap (spin up / spin down): 0.199 / 0.212 hartree

Geometry as XYZ:
```
33
Properties=species:S:1:pos:R:3:nbo_charge:R:1
Al -0.704 -0.990 -0.764 1.46
C 3.944 -2.994 0.918 -0.71
C 2.861 -2.100 0.390 0.15
N 2.956 -1.363 -0.646 -0.08
O 4.121 -1.382 -1.345 -0.50
C 1.562 -1.978 1.114 0.30
C 1.497 -2.020 2.601 -0.69
N 0.541 -1.779 0.388 -0.32
O -0.698 -1.421 0.947 -0.71
H 4.374 -3.603 0.120 0.24
H 3.550 -3.672 1.671 0.25
H 4.754 -2.415 1.373 0.25
H 4.756 -1.996 -0.945 0.46
H 2.420 -1.636 3.036 0.24
H 1.360 -3.047 2.948 0.26
H 0.647 -1.436 2.944 0.27
Br 1.633 4.460 -1.338 0.12
C -0.186 3.998 -1.144 -0.18
C -1.138 5.003 -1.078 -0.21
C -2.475 4.680 -0.912 -0.17
C -2.868 3.354 -0.804 -0.18
C -1.921 2.346 -0.869 -0.27
C -0.585 2.670 -1.048 -0.07
I 0.882 1.150 -1.119 0.43
H -0.824 6.036 -1.149 0.25
H -3.212 5.470 -0.860 0.24
H -3.909 3.100 -0.662 0.23
H -2.237 1.317 -0.775 0.22
Se -5.844 -3.238 -1.856 -0.03
Sb -4.206 -1.965 -0.503 0.85
Se -4.975 0.262 0.192 -0.10
Se -3.782 -3.297 1.458 -0.41
Se -2.295 -1.514 -2.283 -0.59
```

=====

Q: Among the records above, which one has the highest molecular weight?
A: C10H11AlBrIN2O2SbSe4